1.
Below is a molecular structure, C4H6OS3, with properties calculated with ωB97M-V with the def2-TZVPD basis set.

* total charge: 0
* relative energy (zero: lowest compared OMol25 entry of this formula, charge and spin): 335.9 kJ/mol
* E_HOMO: -0.3135 Ha

Geometry (Å):
1 C 3.24 -0.56 0.10
2 C 0.66 0.14 0.14
3 C -0.85 -0.08 0.14
4 C -3.05 0.54 -0.54
5 H 3.87 -1.25 -0.41
6 H 3.05 -0.99 1.39
7 H 3.55 0.69 -0.05
8 H -3.23 -0.31 -1.26
9 H -3.25 0.13 0.52
10 H -3.50 1.62 -0.83
11 O -1.61 0.80 -0.45
12 S 1.54 -1.02 -0.49
13 S 1.25 1.56 0.73
14 S -1.67 -1.28 1.00

---

2.
Below is a molecular structure, C4H6S, with properties calculated with ωB97M-V with the def2-TZVPD basis set.

* total charge: 0
* relative energy (zero: lowest compared OMol25 entry of this formula, charge and spin): 168.9 kJ/mol
* E_HOMO: -0.3256 Ha

Geometry (Å):
1 C 1.23 -0.41 -0.42
2 C 0.31 -1.19 0.15
3 C 0.56 0.88 0.01
4 C -0.43 -0.05 0.70
5 S -2.48 0.05 -0.07
6 H 2.14 -0.58 -0.95
7 H 0.14 -2.25 0.21
8 H 1.14 1.52 0.68
9 H 0.15 1.48 -0.80
10 H -0.66 0.04 1.75
11 H -2.10 0.52 -1.25

---

3.
Below is C4H6S in the gas phase, with properties calculated with ωB97M-V with the def2-TZVPD basis set.

* total charge: 0
* relative energy (zero: lowest compared OMol25 entry of this formula, charge and spin): 127.9 kJ/mol
* E_HOMO: -0.3203 Ha
* SMILES: C=C(C)C=S

Geometry (Å):
1 C 0.94 -1.09 0.14
2 C 0.15 -0.16 -0.11
3 C 0.47 1.31 -0.03
4 C -1.27 -0.63 -0.24
5 S -2.72 0.04 0.10
6 H 1.98 -0.90 0.52
7 H 0.54 -2.06 0.21
8 H -0.41 1.91 -0.31
9 H 1.17 1.70 -0.71
10 H 0.49 1.60 1.05
11 H -1.32 -1.71 -0.61

---

4.
Below is 2 unconnected molecules or ions with the total composition C4H6S, with properties calculated with ωB97M-V with the def2-TZVPD basis set.

* total charge: 0
* relative energy (zero: lowest compared OMol25 entry of this formula, charge and spin): 318.7 kJ/mol
* E_HOMO: -0.3162 Ha
* SMILES: C#CC.C=S

Geometry (Å):
1 C -1.30 -1.15 0.53
2 C -1.19 -0.51 -0.51
3 C -1.24 -0.05 -1.85
4 H -1.68 -1.68 1.26
5 H -2.18 0.41 -2.11
6 H -1.20 -0.87 -2.53
7 H -0.34 0.60 -1.97
8 C 2.37 0.81 2.00
9 S 1.68 0.75 0.54
10 H 2.77 -0.14 2.33
11 H 2.33 1.84 2.30